1.
{
  "formula": "CH5PS",
  "method": "the ωB97M-V functional and the def2-TZVPD basis",
  "symbols": ["C", "P", "S", "H", "H", "H", "H", "H"],
  "coordinates": [[-0.176, -0.995, 0.441], [0.256, 0.839, -0.465], [-0.193, 2.274, 0.698], [0.798, -1.288, 0.726], [-0.735, -0.673, 1.290], [-0.818, -1.648, -0.341], [-0.739, 0.804, -1.474], [1.607, 0.686, -0.875]],
  "forces_ev_per_a": [[-1.07, 1.80, -3.90], [-1.83, -3.02, 1.52], [0.25, 1.12, 0.72], [0.82, -1.13, 0.16], [-0.57, 0.10, 0.48], [1.88, 1.32, 2.05], [1.01, -0.20, -0.57], [-0.49, 0.02, -0.46]],
  "mulliken_charge": [-0.87, 0.22, -0.39, 0.31, 0.28, 0.28, 0.08, 0.10],
  "homo_energy_ev": -8.664,
  "max_force_ev_per_a": 4.4,
  "smiles": "C[PH2]=S"
}

=====

2.
{
  "formula": "C28H43N3O6S4",
  "method": "the ωB97M-V functional and the def2-TZVPD basis",
  "symbols": ["C", "C", "O", "C", "C", "C", "C", "C", "O", "C", "C", "C", "C", "C", "C", "C", "C", "C", "C", "N", "S", "N", "C", "C", "N", "C", "C", "C", "O", "H", "H", "H", "H", "H", "H", "H", "H", "H", "H", "H", "H", "H", "H", "H", "H", "H", "H", "H", "H", "H", "H", "H", "H", "H", "C", "S", "O", "C", "H", "H", "H", "H", "H", "H", "C", "S", "O", "C", "H", "H", "H", "H", "H", "H", "C", "S", "O", "C", "H", "H", "H", "H", "H", "H"],
  "coordinates": [[-0.797, -3.514, -1.446], [-2.256, -2.817, -1.170], [-2.389, -1.617, -2.010], [-2.698, -0.411, -1.183], [-1.508, -0.006, -0.130], [0.028, 0.270, -0.732], [0.389, 0.199, -2.356], [0.906, 1.693, -2.904], [1.725, 1.777, -3.988], [1.302, 0.637, 0.268], [2.849, 0.878, -0.218], [3.820, -0.269, 0.515], [4.649, -0.031, 1.909], [5.562, -1.233, 2.590], [5.695, -2.729, 1.917], [4.918, -2.985, 0.495], [3.996, -1.772, -0.194], [3.273, -2.178, -1.631], [0.972, 0.749, 1.870], [1.826, 1.080, 3.074], [0.924, 1.015, 4.580], [-0.689, 0.607, 4.006], [-0.524, 0.496, 2.491], [-1.806, 0.128, 1.482], [-3.145, -0.049, 2.164], [-3.587, -1.494, 2.232], [-4.214, 0.871, 1.617], [-5.783, 0.336, 1.400], [-4.006, 2.155, 1.220], [-0.882, -4.688, -1.398], [0.050, -3.072, -0.756], [-0.501, -3.257, -2.564], [-2.412, -2.643, -0.024], [-3.104, -3.590, -1.500], [-2.904, 0.484, -1.944], [-3.743, -0.637, -0.682], [1.168, -0.633, -2.616], [-0.574, -0.037, -3.021], [0.648, 2.708, -2.381], [3.257, 1.925, 0.108], [3.033, 0.740, -1.372], [4.563, 1.019, 2.445], [6.137, -1.046, 3.610], [6.314, -3.633, 2.388], [4.999, -4.042, -0.018], [3.954, -3.008, -2.115], [2.146, -2.498, -1.505], [3.362, -1.235, -2.357], [-4.096, -1.902, 1.258], [-4.414, -1.553, 3.090], [-2.715, -2.210, 2.600], [-6.481, 1.146, 0.925], [-5.826, -0.663, 0.770], [-6.199, 0.088, 2.466], [-2.669, 6.099, -3.553], [-2.344, 4.580, -2.626], [-0.858, 4.465, -2.456], [-2.828, 3.445, -3.949], [-2.398, 6.952, -2.927], [-2.070, 6.116, -4.467], [-3.732, 6.155, -3.800], [-2.219, 3.625, -4.838], [-3.886, 3.587, -4.183], [-2.669, 2.421, -3.603], [-6.366, 7.367, 0.361], [-4.848, 7.623, -0.589], [-4.999, 6.889, -1.888], [-3.787, 6.622, 0.481], [-7.185, 7.879, -0.150], [-6.592, 6.300, 0.426], [-6.246, 7.787, 1.362], [-4.171, 5.600, 0.539], [-3.750, 7.066, 1.478], [-2.781, 6.606, 0.055], [6.563, -8.669, 3.049], [6.250, -7.084, 2.235], [5.556, -7.373, 0.937], [7.982, -6.723, 1.856], [5.605, -9.104, 3.342], [7.074, -9.348, 2.362], [7.174, -8.507, 3.940], [8.405, -7.522, 1.242], [8.547, -6.624, 2.786], [8.027, -5.781, 1.304]],
  "forces_ev_per_a": [[-0.17, 0.34, -0.86], [0.10, -1.78, -0.12], [0.05, 0.82, 2.62], [-0.45, 0.32, -0.34], [1.28, 0.65, 3.38], [1.78, 0.50, 3.18], [-0.86, 1.06, 0.01], [4.33, -0.18, -4.73], [-5.12, -0.88, 6.62], [-3.51, -0.61, -0.15], [0.71, -1.29, 0.85], [2.43, -3.35, 1.49], [0.08, -3.30, -1.69], [-1.61, -1.00, -2.88], [-2.59, 3.08, -2.40], [-0.28, 3.77, 2.23], [1.33, -0.12, 2.50], [1.26, 1.03, 0.44], [-1.64, 0.07, 3.47], [-3.40, -1.12, -2.17], [-1.60, -0.81, -5.56], [3.45, 0.22, -5.28], [-0.37, -0.05, 0.35], [3.25, 0.54, -2.22], [-0.70, 0.81, -3.39], [-1.04, -1.12, 1.53], [0.08, 5.14, -2.49], [0.53, -0.58, 0.97], [-0.54, -7.91, 2.69], [0.29, 2.42, 0.23], [-1.82, -1.04, -1.23], [-0.64, -0.50, 2.27], [0.40, 0.07, -2.23], [1.76, 1.71, 0.58], [0.70, -2.00, 1.64], [2.26, 0.71, -0.47], [-1.37, 1.81, 0.64], [1.94, 0.45, 1.73], [0.01, -2.02, -0.73], [-1.03, -1.95, -0.56], [-0.79, 0.38, 2.32], [0.23, -2.53, -1.20], [-1.45, -0.27, -2.46], [-1.48, 2.42, -0.99], [-0.27, 2.43, 1.05], [-1.69, 1.48, 1.03], [2.39, 0.57, -0.23], [-0.38, -2.05, 1.55], [1.26, 0.76, 1.72], [1.76, 0.08, -1.88], [-1.70, 1.81, -1.03], [1.90, -1.41, 0.88], [0.18, 2.11, 1.27], [0.69, 0.35, -1.97], [0.12, -0.01, -0.27], [0.09, 0.17, -0.04], [-0.37, -0.03, -0.18], [0.08, -0.05, -0.14], [-0.09, -0.22, -0.02], [0.09, -0.15, 0.12], [0.14, -0.02, 0.21], [0.01, 0.03, 0.12], [0.07, 0.03, 0.10], [0.01, 0.16, 0.05], [-0.12, -0.09, -0.02], [-0.05, -0.27, -0.13], [-0.06, 0.20, 0.62], [0.00, -0.14, -0.04], [0.19, -0.02, -0.01], [0.12, 0.07, -0.06], [0.06, 0.00, -0.10], [0.00, 0.08, -0.07], [-0.03, 0.04, -0.11], [-0.16, 0.06, -0.01], [0.02, -0.14, -0.03], [-0.20, -0.14, -0.48], [0.46, 0.10, 0.64], [0.10, -0.03, -0.10], [0.08, 0.17, -0.08], [-0.06, 0.13, -0.01], [-0.06, 0.06, -0.06], [-0.12, 0.04, 0.04], [-0.10, 0.00, -0.03], [-0.13, -0.12, 0.08]],
  "mulliken_charge": [-0.82, 0.09, -0.40, -0.38, 1.01, 0.15, -0.35, 0.07, -0.59, 0.31, -0.47, 0.24, -0.43, -0.48, -0.21, -0.45, 0.39, -0.66, 0.03, -0.39, 0.15, -0.54, 0.36, -0.46, 0.27, -0.75, 0.50, -0.88, -0.56, 0.40, 0.12, 0.19, -0.11, 0.27, -0.05, 0.10, -0.03, 0.36, 0.33, 0.43, 0.11, 0.24, 0.24, 0.14, 0.27, 0.40, -0.07, 0.21, 0.24, 0.31, 0.29, 0.26, 0.23, 0.32, -1.08, 0.73, -0.67, -0.83, 0.30, 0.40, 0.35, 0.36, 0.39, 0.07, -0.95, 0.44, -0.56, -0.73, 0.32, 0.29, 0.38, 0.15, 0.41, 0.27, -0.96, 0.57, -0.63, -0.97, 0.32, 0.30, 0.35, 0.37, 0.35, 0.30],
  "homo_energy_ev": -8.029,
  "max_force_ev_per_a": 8.4
}

=====

3.
{
  "formula": "C4H7NO",
  "method": "the ωB97M-V functional and the def2-TZVPD basis",
  "symbols": ["O", "C", "C", "C", "C", "N", "H", "H", "H", "H", "H", "H", "H"],
  "coordinates": [[1.502, 1.071, 0.178], [0.830, 0.143, -0.615], [0.963, -1.360, -0.307], [-0.285, -0.620, -0.034], [-1.679, -0.754, 0.236], [-1.028, -0.388, 1.251], [1.143, 1.007, 1.074], [0.838, 0.450, -1.658], [1.586, -1.634, 0.542], [0.986, -2.053, -1.145], [-2.691, -1.042, -0.025], [-0.965, 2.355, 0.513], [-1.201, 2.826, -0.012]],
  "forces_ev_per_a": [[-0.04, -0.04, 0.25], [-0.14, -0.03, -0.27], [0.06, -0.18, 0.00], [0.22, -0.04, -0.07], [0.12, 0.10, 0.33], [-0.30, -0.19, -0.28], [0.09, 0.07, -0.11], [-0.08, -0.09, 0.17], [-0.04, 0.08, -0.12], [0.04, 0.11, 0.11], [0.11, 0.16, 0.01], [-0.05, 0.06, -0.05], [0.00, -0.01, 0.03]],
  "mulliken_charge": [-0.51, -0.13, -0.61, 0.52, -0.29, -0.48, 0.36, 0.34, 0.26, 0.23, 0.33, -0.19, 0.18],
  "homo_energy_ev": -9.590,
  "max_force_ev_per_a": 0.5,
  "smiles": "O[C@H]1C[C@]12C=N2.[H][H]"
}

=====

| no. | LUMO (eV) |
| --- | --- |
| 1 | 0.8 |
| 2 | -1.5 |
| 3 | 1.0 |